DFT (ωB97M-V with the def2-TZVPD basis set) results for a cluster of 7 separate species, C27H71N4O11 in total at a distorted geometry.

```
113
Properties=species:S:1:pos:R:3:forces:R:3:mulliken_charge:R:1
H -18.07065 -19.14377 50.24459 -0.7 1.6 0.8 0.23
H -12.49755 -15.32379 47.95192 1.2 -0.7 1.3 0.30
C -23.88216 -11.21235 50.68549 1.5 0.0 0.5 -0.78
O -20.94463 -12.46489 50.84234 2.6 -0.2 0.3 1.54
C -13.66106 -12.80499 47.89266 0.3 1.0 4.0 -0.56
C -18.75623 -8.99648 51.80442 2.1 0.3 0.9 0.69
H -20.85267 -10.86059 47.51328 -1.6 -5.0 1.0 -0.11
O -21.43950 -9.37415 46.36749 0.2 -0.1 -1.4 -0.40
C -22.82163 -14.76893 52.31522 -4.0 -1.6 -0.4 -0.57
H -15.47150 -16.07534 51.98111 -0.7 1.8 0.5 0.28
H -23.95279 -14.37252 50.55560 -0.2 1.8 -0.2 0.35
H -20.55132 -7.98694 48.30070 0.2 -2.1 1.1 0.24
H -18.71204 -12.32827 51.11207 -1.3 0.0 -2.0 -1.10
C -19.72679 -8.66959 54.03170 0.1 -0.6 0.1 -0.28
H -18.00922 -8.56537 51.10059 -0.1 0.2 0.9 0.21
H -20.99124 -11.92775 52.60629 -1.9 -2.2 -5.1 -0.21
C -20.79440 -9.10744 48.69147 2.4 2.6 -2.4 -0.71
C -21.07702 -13.76736 46.23872 -1.8 0.2 -5.1 -0.71
H -25.03763 -14.91241 54.95146 2.1 0.8 -1.4 0.18
C -22.28618 -15.07917 48.59958 11.1 0.9 6.2 -2.10
H -17.53298 -13.60119 52.05166 2.5 -1.6 0.8 0.08
C -16.07774 -10.80755 50.06651 -3.1 0.2 -2.4 -0.45
C -20.02034 -9.04173 51.11407 -2.2 -1.3 -0.9 -0.47
H -21.76907 -8.93032 49.01963 -2.2 -0.7 0.0 0.43
H -21.92648 -9.67092 44.38580 -0.8 0.2 -0.2 0.36
C -12.53384 -14.75439 47.07346 -1.6 -1.4 -1.1 -0.59
O -23.05933 -11.57675 49.64153 2.4 0.3 -0.9 -0.59
N -13.82825 -14.07972 47.16921 1.1 0.8 1.0 -0.28
H -20.24811 -14.91661 48.36972 1.1 1.7 -0.2 0.09
O -11.24276 -16.21103 45.76127 0.4 -1.1 -2.0 -0.32
O -17.30461 -17.45554 51.08832 0.9 -1.3 -0.9 -0.31
N -22.00047 -15.06069 50.07853 0.5 -1.0 -0.7 0.04
H -20.81655 -10.85152 44.95924 1.0 0.4 0.0 0.32
H -19.55205 -9.97195 47.06139 1.3 0.5 -0.5 0.39
H -11.76751 -13.99886 46.90402 0.6 -0.5 0.1 0.32
H -11.88991 -18.08726 45.08940 1.7 1.3 -1.2 0.24
C -21.01458 -15.40117 47.81464 0.8 -2.2 2.2 -0.01
H -20.32974 -8.02104 51.05537 -0.9 0.7 0.3 0.60
H -14.41355 -9.05406 53.97604 -0.6 -1.1 -1.3 0.26
H -11.55861 -16.76156 43.73833 1.0 -1.3 1.5 0.23
H -16.13399 -15.03986 50.82860 0.9 1.5 -6.7 0.49
H -13.37908 -12.90208 49.09357 1.2 -0.7 -3.2 0.19
H -19.43185 -13.04806 53.26500 2.2 -1.6 -1.5 0.03
H -14.62414 -13.89602 52.68637 0.4 -0.2 2.8 0.51
H -24.80616 -10.97957 50.27553 -2.1 0.3 -0.4 0.38
H -22.11306 -15.32947 52.77118 2.4 -3.3 0.7 0.95
H -20.92560 -13.54998 45.07560 -0.1 -0.7 2.2 0.18
C -15.50031 -13.29885 52.52499 0.2 -0.2 -3.3 -0.12
H -19.48986 -8.12402 54.93857 0.3 0.3 0.0 0.35
C -17.55572 -16.38658 51.88756 8.1 -1.5 3.5 -0.55
O -14.83853 -11.24813 49.50108 -0.3 -0.7 -1.3 -0.43
H -23.85829 -12.07468 51.28466 -1.1 -1.1 1.6 0.11
C -16.33053 -15.36855 51.70568 -3.6 -2.9 6.7 -0.76
H -16.81273 -10.39639 49.30168 1.0 -0.3 -0.6 0.33
H -18.45986 -16.09937 51.89230 -6.8 3.0 -1.1 0.49
H -13.00382 -11.94949 47.45999 -1.1 -1.6 0.4 0.32
O -14.98675 -11.01225 53.27654 0.6 0.2 -0.4 -0.41
H -23.72971 -15.89201 50.62001 -0.9 -2.7 0.7 0.72
H -19.43365 -13.89967 50.46768 0.4 0.8 0.4 -0.19
C -19.52648 -12.77086 50.40110 -3.8 -1.7 0.4 0.71
H -22.90705 -15.63693 48.27255 -8.4 -7.8 -2.8 1.22
H -10.19429 -17.68075 44.56013 2.6 -0.5 0.1 0.30
H -22.14863 -11.87117 50.06203 -1.0 0.2 -0.7 0.00
H -13.88310 -13.91242 46.20162 -1.5 1.3 -1.4 0.25
H -15.67865 -12.02452 47.68658 -0.8 1.0 -1.0 0.42
H -15.38556 -9.84747 55.01268 -0.6 -0.8 -0.1 0.34
H -20.24031 -13.48393 46.70964 2.9 2.4 1.8 0.47
H -23.24950 -15.06975 54.79885 2.6 -1.8 2.5 0.46
C -15.27862 -9.78442 53.91032 3.7 -1.2 2.9 -0.66
H -15.96084 -9.77797 50.51759 0.3 -1.9 1.0 0.30
N -16.66476 -14.12381 52.48787 -1.3 -1.5 -0.1 -0.25
H -21.50386 -14.29197 50.55467 0.6 0.6 -2.1 -0.48
H -15.51075 -13.02048 49.02381 -0.3 -1.9 0.2 0.01
O -20.63159 -11.56178 53.33241 0.9 4.0 4.8 -0.49
H -23.80061 -13.55188 54.56254 -0.4 1.2 -0.2 0.30
C -12.59754 -15.73955 45.82622 2.3 -4.2 6.1 -0.61
C -15.99101 -12.02118 53.21399 1.2 1.2 -2.2 0.85
H -18.37355 -9.95699 52.13373 0.0 -0.7 -0.2 -0.54
H -13.29020 -16.68907 45.81206 0.9 1.8 0.8 0.31
H -15.04167 -13.38583 51.40846 -1.4 2.4 0.9 -0.42
H -16.33900 -12.20372 54.17309 -0.5 -0.9 2.1 0.65
C -11.11461 -17.26103 44.70820 -6.4 1.9 0.9 -0.61
C -21.66963 -10.24453 45.25290 0.7 -0.9 1.5 -0.80
C -19.89054 -12.49182 53.99175 -0.3 -0.2 2.1 -0.33
C -24.03425 -14.58052 54.39166 -2.8 -0.1 1.2 -0.89
H -22.29510 -11.09044 45.57654 -1.0 0.7 -0.4 0.27
C -14.98685 -12.32834 48.42558 -1.0 2.6 1.4 -0.23
H -12.91189 -15.17429 45.11374 -1.4 3.4 -5.5 0.46
H -20.59544 -16.42806 48.11492 -1.3 0.6 -1.3 0.18
O -21.04960 -15.14729 46.43977 -1.1 -0.9 0.2 -0.47
H -23.57784 -10.37550 51.32829 0.4 0.3 -0.3 0.16
H -18.89097 -18.79602 51.81920 1.0 1.2 -0.7 0.25
H -21.97902 -13.14818 46.42125 0.2 -0.9 0.8 0.20
C -23.17497 -15.04922 50.85327 -0.3 0.6 1.1 -0.92
H -16.91800 -11.73060 52.64625 0.9 0.3 0.2 -1.09
H -17.52236 -16.81321 53.00124 0.4 1.1 -1.5 0.19
C -18.40319 -18.26165 50.91662 -1.9 -1.6 -1.6 -0.37
H -19.75980 -12.72645 49.27807 2.1 1.0 1.1 0.02
H -16.95756 -11.63262 50.32896 3.0 1.6 0.8 0.20
H -16.09778 -9.34702 53.55680 -3.5 2.0 -1.8 0.17
H -19.22959 -12.08583 54.78379 0.0 0.2 -0.9 0.36
H -20.83183 -8.66089 53.96152 0.4 0.3 -0.8 0.23
H -20.46174 -13.23432 54.53664 -0.8 -0.3 0.4 0.21
H -20.15053 -10.65947 49.91841 0.4 3.0 -0.7 -0.76
N -19.95418 -9.56932 49.76803 0.9 -4.2 -0.3 0.31
H -20.62207 -9.73396 51.74594 -0.6 1.0 -0.4 -0.07
C -20.57801 -9.94060 47.31554 -0.9 4.8 2.5 0.06
O -24.02411 -15.00157 53.10726 -0.9 0.5 -3.2 -0.43
H -19.20574 -17.58821 50.42788 0.7 -1.5 0.5 0.01
H -22.53961 -14.22281 48.33644 -2.4 8.1 -2.3 0.79
H -19.44928 -9.68743 54.16471 -0.1 -1.1 0.6 -0.14
H -22.31258 -13.89555 52.46628 0.1 3.6 0.0 0.02
O -18.89466 -8.21365 52.99163 0.3 1.8 -0.5 -0.52
```
Positions in Å, forces in eV/Å.

Calculated values
Gap between HOMO and LUMO = 7.47 eV
ΔE to the lowest compared entry with this formula, charge and spin = 1.982 eV
Net charge = -1

DFT (ωB97M-V with the def2-TZVPD basis set) results for a cluster of 9 separate species, C27H72O9 in total at a distorted geometry.

```
108
Properties=species:S:1:pos:R:3:forces:R:3:mulliken_charge:R:1
C -2.25229 2.22832 -3.80082 -1.6 -1.2 1.7 0.68
H 0.68646 -0.59203 1.11189 -0.8 0.0 0.6 0.26
C 1.56404 4.13100 -2.10892 -0.2 0.1 -0.4 -1.27
C -3.05899 4.76561 -0.64502 0.0 -0.2 -0.1 -0.89
C -1.17896 1.85064 -4.79180 -1.2 0.4 -0.3 -1.15
H 4.42350 -4.16614 4.04938 -0.5 -0.2 -0.2 0.37
H 5.67972 -0.33385 3.48939 0.2 -0.5 -0.3 0.27
H -4.07339 -3.67052 -2.10206 0.1 -0.8 0.7 0.37
H 2.11843 0.47749 -2.29272 0.4 0.0 0.4 0.31
C 2.72882 -2.97547 4.66311 -0.1 -0.2 1.1 0.76
H -3.92923 4.09403 -0.51468 0.5 0.3 0.1 0.35
C -1.41957 -3.52813 -2.94801 -1.2 1.8 -0.5 -1.31
H 1.54909 -1.21336 -2.60700 0.1 0.3 0.2 0.40
H 2.75971 -4.79303 3.49949 0.4 -0.2 0.3 0.43
H -1.83828 -1.38559 0.35516 -0.5 -0.3 0.4 -0.31
H -3.74460 2.82342 -5.22908 -0.4 0.4 0.7 0.42
C -4.16197 0.79836 1.45081 -0.3 2.8 -0.7 -1.39
H -3.84498 1.20183 -4.84358 -0.2 -0.2 0.6 0.28
H -1.72241 0.75610 2.20916 0.4 0.4 -0.2 0.36
H 1.82668 -2.54025 4.23641 -0.6 -0.6 -0.2 0.02
H 0.54861 4.55031 -2.31346 0.8 -0.6 -0.2 0.23
H -0.93022 -6.06081 0.15814 -0.1 0.5 0.4 0.28
H 3.65807 3.20497 -0.55270 0.1 0.1 0.3 0.37
H -4.46541 -1.97786 -2.12929 -0.1 0.3 -0.1 0.34
H -5.08438 0.57188 0.88236 0.6 -0.5 0.4 0.38
H -0.24243 1.22450 0.09057 0.0 0.2 -1.6 0.06
H 1.08397 3.25397 -0.25197 -0.5 -1.2 0.5 -0.33
H -4.17777 -2.88524 -3.62821 -0.4 0.1 0.1 0.44
H 0.93470 5.28592 0.71908 0.3 0.0 -0.1 0.41
H -0.58357 -3.52939 1.99883 0.1 -0.9 -0.7 0.27
C -3.85701 -2.74821 -2.59214 -0.7 -0.3 -1.0 -1.71
H -0.26865 -3.67210 0.27940 0.5 0.0 -0.3 0.09
C -1.20078 -5.48704 1.06977 -0.1 1.1 -1.3 0.17
C 6.54789 -0.78650 0.07781 0.0 -0.7 0.4 -1.54
H 3.45104 -3.40546 2.73810 0.3 0.0 0.0 0.11
H 2.92852 3.75326 1.02240 0.7 0.1 -1.0 0.32
H -3.78250 6.62563 1.21433 -0.1 0.6 -0.1 0.39
C 5.94100 -0.24407 1.36547 0.2 0.8 -0.6 0.58
H -0.92858 -5.88189 2.94784 -0.2 -0.7 -0.9 0.37
O 2.42001 -3.60225 5.94621 0.1 -1.0 -1.3 -0.57
C 3.08642 4.00455 -0.07035 0.1 -1.0 1.7 -1.43
H 2.32268 4.83603 -2.41025 0.1 0.5 -0.5 0.50
C -0.23347 -4.24995 1.19250 -1.2 -0.4 1.6 -0.65
H -4.45963 2.32498 -3.58709 -0.3 0.3 0.2 0.34
C -2.72579 -5.09261 1.00129 0.8 -0.2 1.8 -0.79
H -2.63975 -1.36326 1.94163 -0.3 -0.3 0.2 0.71
H -3.30941 -5.90369 0.55052 0.1 0.3 -0.1 0.28
C -2.42509 -2.35042 -2.70554 1.1 -0.9 -0.4 2.99
O -2.23724 1.28179 -2.62896 1.1 0.5 -0.6 -0.33
H 3.64622 4.95123 -0.07573 -0.5 -0.2 -0.5 0.34
H 6.41729 -1.87494 -0.08795 0.5 0.4 0.4 0.35
H -1.12794 2.55741 -5.62484 -0.5 -0.2 -0.2 0.47
H -0.38230 -0.89842 -1.12900 0.3 0.8 -0.2 -2.12
H -3.63563 -1.61611 0.38796 0.7 0.3 0.8 0.36
C 1.25063 -0.61453 0.20808 0.8 -0.6 -1.4 -1.73
H -1.53053 -4.21392 -2.11019 0.4 -0.3 -0.3 0.20
C -2.88416 0.41654 0.73752 -0.6 -1.2 -1.0 1.09
C -2.37797 5.12208 0.66274 -1.1 0.3 1.0 1.02
H -2.91072 5.89749 2.58443 0.1 0.2 0.5 0.43
H -0.23998 1.99131 -4.33510 1.3 -0.4 0.7 0.13
H -1.74680 -3.90562 -3.91505 0.1 -0.7 0.1 0.46
H 4.32350 -0.62921 0.38361 -0.3 -0.3 -0.5 0.20
H -3.35479 5.63950 -1.21385 -0.3 0.4 0.2 0.41
H 2.30226 -4.55642 5.73703 0.0 0.9 0.5 0.33
H -1.93495 4.24367 1.12389 -0.1 -0.6 0.0 0.03
H 0.75523 -4.61068 1.54115 -0.3 0.3 -0.8 0.22
H 1.77449 3.20807 -2.64217 -0.3 -0.2 0.0 0.20
H 5.81730 -1.96737 2.65860 -0.2 0.5 0.2 0.07
C -3.71470 2.17059 -4.33972 2.2 -0.7 -1.7 -1.49
H -1.37486 1.37410 -2.11600 -1.1 0.0 -0.7 0.10
O -0.99645 -6.40093 2.11039 0.3 0.3 1.5 -0.60
C 1.69346 4.02884 -0.62226 -0.1 2.2 -0.7 1.56
H 4.57876 -1.99726 5.15658 0.5 -0.1 0.1 0.34
H 3.46893 -1.12889 4.07505 0.2 0.4 0.3 0.14
H -2.11755 3.18521 -3.32941 0.4 0.7 -0.2 0.27
C 0.47310 -0.17848 -1.04729 -0.1 -0.4 1.5 3.18
C -2.76873 -1.11662 0.89512 0.6 0.5 -1.9 -0.83
H 1.62563 -1.64289 0.05279 -0.1 0.3 0.2 0.56
C 3.40563 -3.92886 3.69666 -0.4 0.5 -0.1 -1.11
H 3.13940 -1.27048 5.87436 0.2 -0.1 -0.8 0.35
H 7.55686 -0.41192 -0.01526 0.6 -0.6 0.0 0.40
H -4.23781 1.92321 1.53531 0.3 -1.0 0.2 0.24
H -0.41157 -3.10494 -3.11849 -0.4 -0.4 0.5 0.21
H 6.31382 0.80146 1.36573 -0.2 -0.3 0.5 0.15
H 7.24077 -1.01307 2.91783 0.3 0.2 0.1 0.44
H -4.22174 4.99262 1.74998 0.7 0.8 0.1 0.33
H -2.94225 0.68822 -0.34379 0.3 -0.1 0.8 -0.53
H -2.98827 -5.12938 2.11654 -0.1 0.6 -1.5 0.37
C 3.54757 -1.76173 4.96118 -0.3 0.6 0.5 -1.16
H 2.10059 0.03827 0.35745 0.3 0.2 0.0 0.29
C 6.18143 -0.92429 2.70224 0.2 -0.3 -0.4 -1.04
O -1.39052 6.09945 0.60313 0.6 0.8 -0.7 -0.63
O 4.54325 -0.17213 1.18461 -0.9 0.4 0.7 -0.34
O -1.69851 1.02927 1.27569 -0.8 -0.2 0.7 -0.54
O 0.05995 1.18124 -0.87042 -0.8 -0.3 1.6 0.00
H -0.68904 5.79683 0.02223 0.3 0.0 -0.4 0.37
H -2.93917 -4.09606 0.54764 0.2 -0.8 0.3 -0.01
O -2.33979 -1.47311 -3.82749 0.5 -0.1 0.4 -0.63
H -2.15297 -1.89603 -1.77110 0.4 0.8 0.3 -1.61
H 6.04369 -0.31421 -0.74525 -0.4 0.4 -0.4 0.46
H -2.38816 -0.58657 -3.46704 0.0 0.8 0.1 0.22
C -3.37207 5.72498 1.63085 -1.4 -1.9 -0.1 -1.65
C 1.27163 -0.19495 -2.29333 -0.8 -0.2 -2.4 -1.43
H -2.34533 4.27755 -1.27491 0.5 -0.7 -0.5 -0.09
H 0.62051 0.19997 -3.13602 0.6 -0.5 0.9 0.10
O 1.08524 5.28452 -0.23829 -0.3 0.2 1.0 -0.75
H -4.13686 0.37958 2.43832 -0.4 -0.3 0.6 0.38
H -1.36803 0.82130 -5.11211 0.4 0.2 -0.2 0.26
```
Positions in Å, forces in eV/Å.

Calculated values
Structure (SMILES) = CC(C)O.CC(C)O.CC(C)O.CC(C)O.CC(C)O.CC(C)O.CC(C)O.CC(C)O.CC(C)O
Gap between HOMO and LUMO = 10.12 eV
ΔE to the lowest compared entry with this formula, charge and spin = 2.699 eV

- Which of these has the lowest ΔE to the lowest compared entry with this formula, charge and spin?
  C27H71N4O11

- Look up the gap between HOMO and LUMO of the second one.
  10.12 eV

- What is the formula in the first record?
  C27H71N4O11